Here is a molecular structure, C37H39MnN3O4S2Si from the Open Molecules 2025 dataset. Energies are from ωB97M-V/def2-TZVPD.

Structure (ORCA input):
```
! RIJCOSX wB97M-V def2-TZVPD def2/J DEFGRID3
* xyz 0 4
Mn 0.153 0.092 0.222
S 0.738 -3.401 2.935
C 1.082 -4.000 1.369
C 0.901 -3.066 0.395
C 0.477 -1.804 0.910
C 0.334 -1.864 2.273
C -0.227 -0.756 3.015
C -0.507 -0.732 4.379
C -1.074 0.401 4.923
C -1.342 1.496 4.109
C -1.022 1.411 2.770
N -0.495 0.307 2.240
H 1.430 -5.014 1.250
H 1.100 -3.256 -0.645
H -0.279 -1.597 4.987
H -1.302 0.439 5.980
H -1.774 2.404 4.504
H -1.160 2.243 2.092
C -1.730 -0.895 0.027
Si -2.479 -1.036 -1.677
C -2.137 0.677 -2.355
N -0.707 0.989 -2.205
C -0.481 2.449 -2.266
C -0.676 3.019 -3.665
C 0.338 2.386 -4.642
C 1.042 1.184 -4.008
C 0.058 0.282 -3.283
C -4.338 -1.216 -1.463
C -5.064 -0.258 -0.747
C -6.437 -0.366 -0.587
C -7.115 -1.443 -1.143
C -6.415 -2.406 -1.855
C -5.039 -2.293 -2.010
C -1.874 -2.468 -2.701
C -1.970 -2.464 -4.095
C -1.572 -3.562 -4.842
C -1.074 -4.691 -4.204
C -0.991 -4.722 -2.820
C -1.394 -3.620 -2.078
H -1.886 -1.781 0.637
H -2.272 -0.074 0.513
H -2.721 1.358 -1.725
H -2.488 0.826 -3.385
H 0.535 2.659 -1.942
H -1.141 2.921 -1.539
H -0.557 4.103 -3.622
H -1.700 2.837 -3.997
H 1.085 3.121 -4.945
H -0.173 2.068 -5.555
H 1.830 1.503 -3.325
H 1.542 0.587 -4.771
H 0.568 -0.582 -2.866
H -0.655 -0.101 -4.019
H -4.552 0.591 -0.305
H -6.979 0.387 -0.030
H -8.187 -1.530 -1.021
H -6.940 -3.247 -2.289
H -4.503 -3.054 -2.565
H -2.360 -1.592 -4.609
H -1.644 -3.536 -5.922
H -0.754 -5.545 -4.786
H -0.609 -5.601 -2.318
H -1.327 -3.659 -0.998
C 7.505 -2.597 2.002
C 6.362 -2.152 1.130
C 6.558 -1.845 -0.211
C 5.506 -1.415 -1.009
C 4.237 -1.304 -0.464
C 4.021 -1.599 0.878
C 5.080 -2.020 1.662
S 2.902 -0.775 -1.516
O 3.537 -0.025 -2.572
O 2.113 -1.918 -1.901
N 1.990 0.180 -0.604
C 2.668 1.458 -0.309
C 1.684 2.429 0.293
O 1.951 3.575 0.553
O 0.494 1.891 0.509
H 8.409 -2.758 1.417
H 7.263 -3.526 2.520
H 7.725 -1.846 2.763
H 7.549 -1.934 -0.639
H 5.659 -1.160 -2.048
H 3.034 -1.485 1.304
H 4.910 -2.247 2.709
H 3.089 1.913 -1.207
H 3.494 1.334 0.401
*
```

Computed properties:
Kohn-Sham gap (alpha / beta) ... 7.073 / 8.031 eV
⟨S²⟩ ... 4.15
E_tot ... -112530.67195 eV
Strongest force on any atom ... 0.56 eV Å⁻¹

Listed below, in e, are the Mulliken charges computed for each atom:
1 Mn -0.45
2 S -0.32
3 C -0.87
4 C -0.71
5 C 0.52
6 C 1.19
7 C 1.00
8 C -1.07
9 C -0.43
10 C -0.92
11 C -0.31
12 N 0.22
13 H 0.50
14 H 0.92
15 H 0.44
16 H 0.43
17 H 0.42
18 H 0.50
19 C -0.53
20 Si -0.93
21 C -0.93
22 N 0.96
23 C -1.12
24 C -0.94
25 C -0.91
26 C -0.78
27 C -0.14
28 C 0.85
29 C -0.70
30 C -0.74
31 C -0.46
32 C -0.71
33 C -0.26
34 C 0.77
35 C -0.20
36 C -0.76
37 C -0.63
38 C -0.56
39 C -0.38
40 H 0.90
41 H 0.27
42 H 0.62
43 H 0.62
44 H 0.35
45 H 0.60
46 H 0.48
47 H 0.26
48 H 0.42
49 H 0.36
50 H 0.12
51 H 0.64
52 H -0.29
53 H 0.21
54 H 0.21
55 H 0.39
56 H 0.38
57 H 0.40
58 H 0.33
59 H 0.40
60 H 0.41
61 H 0.38
62 H 0.43
63 H 0.48
64 C -1.45
65 C 1.07
66 C -0.89
67 C -0.79
68 C -0.31
69 C 0.16
70 C -1.03
71 S 1.51
72 O -0.74
73 O -0.78
74 N 0.50
75 C -0.71
76 C -0.18
77 O -0.70
78 O -0.68
79 H 0.35
80 H 0.35
81 H 0.31
82 H 0.31
83 H 0.52
84 H 0.26
85 H 0.43
86 H 0.55
87 H 0.59